Computed, not measured: C8H13ClN2O10V as an isolated structure, with ωB97M-V with the def2-TZVPD basis set.

Structure (XYZ):
```
35
Properties=species:S:1:pos:R:3:mulliken_spin:R:1
V 0.2422 -0.6092 0.3442 2.9356
N 0.6362 -2.4870 1.1538 0.0076
C 1.8276 -2.9534 0.4535 -0.0093
C 2.8217 -1.7727 0.4955 0.0349
O 4.0229 -1.9594 0.7682 0.0292
N 2.1813 -0.6572 0.2449 -0.0544
C 2.8151 0.5889 0.5468 -0.0146
C 1.9809 1.2543 1.6722 0.0273
O 2.4457 2.2013 2.3097 0.0055
O 0.8288 0.7511 1.8466 -0.0026
H 0.7984 -2.4150 2.1569 0.0100
H -0.1731 -3.0786 0.9716 0.0106
H 1.5543 -3.1607 -0.5850 0.0033
H 2.2690 -3.8601 0.9004 0.0024
H 2.7915 1.2561 -0.3248 -0.0061
H 3.8549 0.4476 0.8759 0.0026
C -2.6217 1.7079 -1.4921 -0.0045
C -1.9003 1.6135 -0.1485 0.0105
C -2.1221 2.8778 0.6914 0.0012
O -0.5117 1.4470 -0.4025 0.0174
C -2.5163 0.3919 0.6317 -0.0012
O -3.7028 0.4961 0.9725 0.0091
O -1.7638 -0.5817 0.8412 -0.0211
H -2.3707 2.6397 -2.0006 0.0011
H -3.6949 1.6584 -1.3179 0.0000
H -2.3111 0.8693 -2.1123 -0.0018
H -1.8468 3.7690 0.1260 -0.0004
H -1.5060 2.8255 1.5896 0.0001
H -3.1701 2.9375 0.9794 -0.0001
H -0.0851 1.3472 0.4751 -0.0057
O -1.3348 -1.1218 -3.2380 0.0024
Cl -0.1508 -1.4871 -2.5195 -0.0037
O 0.5048 -2.5437 -3.2456 0.0028
O -0.5112 -2.0126 -1.2439 0.0058
O 0.7178 -0.3798 -2.4165 0.0062
```

Summary:
Net charge: -2
DFT total energy: -2578.70935 a.u.
Spin multiplicity: 4
HOMO (alpha / beta): -0.05 / -2.32 eV
⟨S²⟩: 3.76
Energy relative to the best compared isomer or geometry (same formula, charge and spin): 13.7 kcal per mole

***

Computed, not measured: one molecule with the formula C4H4N2, with ωB97M-V with the def2-TZVPD basis set.

Structure (XYZ):
```
10
Properties=species:S:1:pos:R:3:lowdin_charge:R:1
C 0.4759 0.1011 -0.0139 -0.2156
C 1.7071 0.5860 -0.1692 0.0685
N -0.1680 -2.4487 0.0740 0.1098
N -0.3349 -1.2749 0.0484 -0.2648
C -1.5397 -0.3996 0.1377 -0.0202
C -0.8538 0.7374 0.0997 -0.0279
H 1.8993 1.6605 -0.0602 0.0703
H 2.5786 -0.0221 -0.3937 0.0606
H -2.5775 -0.7049 0.2078 0.1100
H -1.1870 1.7653 0.0695 0.1092
```

Summary:
DFT total energy: -264.16121 a.u.
HOMO: -8.15 eV
Energy relative to the best compared isomer or geometry (same formula, charge and spin): 103.7 kcal per mole